{
  "formula": "C32H26F16N3O4Ti",
  "method": "the ωB97M-V functional and the def2-TZVPD basis",
  "species": ["Ti", "C", "C", "C", "C", "C", "N", "C", "C", "C", "C", "C", "C", "C", "C", "O", "C", "F", "F", "F", "C", "F", "F", "F", "C", "C", "C", "O", "C", "F", "F", "F", "C", "F", "F", "F", "H", "H", "H", "H", "H", "H", "H", "H", "H", "H", "H", "H", "C", "N", "C", "C", "C", "N", "C", "C", "F", "C", "F", "C", "C", "F", "C", "F", "H", "H", "H", "H", "H", "H", "H", "H", "H", "H", "H", "C", "O", "C", "O", "H", "H", "H"],
  "xyz": [[1.463, -0.646, 0.149], [-3.677, -0.228, 1.588], [-3.031, -0.943, 0.379], [-1.835, -0.489, -1.796], [-0.820, -1.343, -1.825], [-0.076, -1.856, -0.670], [1.255, -2.242, -0.869], [1.868, -2.777, -1.950], [1.201, -3.674, -2.804], [1.830, -4.234, -3.897], [3.154, -3.933, -4.196], [3.854, -4.521, -5.393], [3.819, -3.057, -3.345], [3.218, -2.475, -2.236], [4.010, -1.498, -1.335], [3.311, -0.853, -0.356], [5.139, -2.279, -0.605], [5.954, -2.981, -1.426], [4.611, -3.152, 0.251], [5.943, -1.458, 0.098], [4.641, -0.370, -2.215], [3.728, 0.143, -3.050], [5.682, -0.788, -2.982], [5.110, 0.641, -1.479], [-0.763, -2.241, 0.592], [-2.008, -1.906, 0.963], [0.234, -2.692, 1.677], [1.196, -1.696, 1.717], [0.876, -4.101, 1.347], [0.592, -5.036, 2.294], [0.406, -4.626, 0.205], [2.201, -4.049, 1.267], [-0.310, -2.739, 3.128], [0.680, -3.073, 3.980], [-0.755, -1.545, 3.532], [-1.308, -3.623, 3.329], [-4.471, 0.435, 1.242], [-2.933, 0.366, 2.122], [-4.109, -0.966, 2.268], [-2.318, -0.166, -2.708], [-0.448, -1.653, -2.797], [0.176, -3.934, -2.571], [1.274, -4.922, -4.526], [3.210, -5.236, -5.908], [4.770, -5.045, -5.107], [4.136, -3.750, -6.116], [4.852, -2.826, -3.568], [-2.337, -2.259, 1.927], [-5.027, 3.304, 2.563], [-3.686, 3.817, 2.397], [-3.351, 4.722, 3.470], [-3.471, 4.453, 1.106], [-3.736, 3.568, -0.101], [-2.836, 2.450, -0.119], [-3.187, 1.371, -0.777], [-2.329, 0.121, -0.524], [-1.199, 0.532, 0.219], [-4.092, -1.659, -0.396], [-4.344, -2.926, 0.089], [-4.866, -1.247, -1.421], [-4.921, 0.034, -2.010], [-5.718, 0.086, -3.143], [-4.261, 1.205, -1.678], [-4.762, 2.342, -2.295], [-5.798, 4.094, 2.465], [-5.121, 2.860, 3.556], [-5.232, 2.529, 1.827], [-4.003, 5.620, 3.481], [-2.317, 5.055, 3.371], [-3.458, 4.215, 4.431], [-2.426, 4.776, 1.073], [-4.102, 5.365, 1.027], [-3.638, 4.203, -0.996], [-4.792, 3.254, -0.100], [-5.528, -1.985, -1.860], [0.605, 3.415, -1.189], [1.322, 2.777, -0.113], [1.439, 1.460, -0.202], [1.109, 0.885, -1.261], [0.644, 4.480, -0.971], [-0.428, 3.065, -1.189], [1.082, 3.205, -2.145]],
  "s2": 0.79,
  "total_charge": -2,
  "relative_energy_kcal_mol": 99.4,
  "orbital_gap_ev": [4.502, 6.284],
  "multiplicity": 2,
  "homo_ev": [-0.11, -1.89],
  "lumo_energy_ha": [0.16134, 0.16134]
}